w.
This record from the OMol25 dataset describes a structure of composition C14H9NO11RuS. The level of theory is ωB97M-V with the def2-TZVPD basis set.

Last column: natural (NBO) charge in e.
Geometry (Å):
Ru -0.1861 -1.5230 -1.0184  1.600
O 3.4340 -2.1761 1.4632  -0.690
C 2.2952 -1.8945 0.7204  0.789
O 2.2730 -1.4331 -0.4070  -0.537
C 1.0904 -2.1532 1.5716  0.081
C 1.1558 -2.4854 2.9627  -0.180
C 0.0036 -2.3496 3.7484  -0.177
C -1.1597 -1.9427 3.0947  -0.180
C -1.1895 -1.6107 1.7645  0.133
N -0.1165 -1.9300 0.9907  -0.400
C -2.3678 -1.0568 0.9893  0.751
O -3.4188 -0.6751 1.5205  -0.612
O -2.0979 -0.9747 -0.3638  -0.734
H 4.2088 -1.9953 0.9021  0.503
H 2.1209 -2.6780 3.3157  0.231
H -0.0432 -2.5847 4.8022  0.224
H -2.1063 -1.9370 3.5890  0.241
O 0.4599 3.0130 0.8701  -0.685
C 0.1120 3.4153 -0.3822  0.358
C 0.2667 4.7852 -0.6165  -0.291
C -0.1128 5.4342 -1.7907  -0.183
C -0.6899 4.6106 -2.7868  -0.265
C -0.7491 3.2264 -2.6407  -0.153
C -0.3392 2.5662 -1.4893  -0.218
C -0.1424 1.0473 -1.3603  0.790
O 0.1138 0.6065 -0.1693  -0.775
O -0.1525 0.2218 -2.3158  -0.671
H 0.3843 2.0209 0.8524  0.521
H 0.6498 5.3019 0.2575  0.214
H 0.1305 6.4585 -1.9575  0.209
H -1.0203 5.0428 -3.7368  0.205
H -1.0927 2.6704 -3.5297  0.232
O -0.6030 -5.0256 -2.5498  -0.974
S -0.2925 -3.9176 -1.6996  2.470
O -0.5596 -2.5287 -2.6297  -0.889
O 1.1032 -3.8113 -1.3146  -0.980
O -1.3621 -3.7377 -0.6566  -0.956

The multiplicity is 6. The HOMO energy (alpha / beta) comes out at -4.9 / -6.2 eV. The frontier orbital gap (alpha / beta) comes out at 6.4 / 7.6 eV. Its net charge is -1.

---

x.
This record from the OMol25 dataset describes a structure of composition C14H9NO11RuS. The level of theory is ωB97M-V with the def2-TZVPD basis set.

Last column: natural (NBO) charge in e.
Geometry (Å):
Ru 1.2831 -12.1658 -10.1632  1.456
O -0.1932 -14.9709 -12.8240  -0.745
C -0.8143 -13.8675 -12.3319  0.802
O -1.9073 -13.8042 -11.8416  -0.522
C 0.1195 -12.7168 -12.7155  0.130
C 0.2082 -12.6080 -14.0815  -0.213
C 0.7506 -11.4260 -14.6765  -0.133
C 1.1604 -10.3787 -13.7634  -0.215
C 1.0864 -10.5495 -12.3842  0.112
N 0.6777 -11.7977 -11.9063  -0.433
C 1.4780 -9.6446 -11.2933  0.721
O 1.7205 -8.4785 -11.5455  -0.587
O 1.4758 -10.1991 -10.0688  -0.663
H 0.7536 -14.9855 -12.3457  0.537
H -0.3070 -13.3610 -14.6679  0.247
H 1.0184 -11.3014 -15.7751  0.237
H 1.4252 -9.3693 -14.1058  0.251
O 0.8579 -12.8728 -4.3311  -0.585
C 1.8474 -12.0394 -4.5121  0.359
C 2.6494 -11.5564 -3.4514  -0.234
C 3.5336 -10.5564 -3.7057  -0.390
C 3.7064 -9.9908 -4.9719  -0.067
C 2.9571 -10.4703 -6.0118  -0.285
C 2.2011 -11.6138 -5.8511  -0.182
C 1.6411 -12.3261 -6.9630  0.725
O 1.0445 -13.4253 -6.6664  -0.673
O 1.8026 -11.8843 -8.1415  -0.735
H 0.7935 -13.3031 -5.5218  0.486
H 2.5476 -11.9943 -2.4406  0.209
H 4.1536 -10.2965 -2.8431  0.193
H 4.3945 -9.1461 -5.0615  0.200
H 2.9932 -9.8551 -6.9785  0.232
O 2.2081 -15.2500 -11.5611  -0.986
S 2.0890 -14.6560 -10.2527  2.510
O 2.1283 -15.4001 -9.0361  -0.897
O 0.5640 -14.0016 -10.2139  -0.931
O 2.9521 -13.3573 -10.2099  -0.932

The multiplicity is 6. The HOMO energy (alpha / beta) comes out at -1.9 / -6.2 eV. The frontier orbital gap (alpha / beta) comes out at 2.9 / 6.6 eV. Its net charge is -1.

---

Most favorable structure: w. The second most favorable one is 262.6 kJ/mol above it.

---

w.
This record from the OMol25 dataset describes the molecule CH5N3. The level of theory is ωB97M-V with the def2-TZVPD basis set.

Last column: natural (NBO) charge in e.
Geometry (Å):
C 0.0885 -0.9393 -0.5028  -0.469
N -0.4834 1.0672 0.4739  -0.008
N -0.6237 2.3065 0.9812  -0.513
N -0.3316 0.4011 -0.6661  -0.294
H -0.3171 -1.5658 0.2729  0.188
H -0.2252 -1.4156 -1.3946  0.225
H 1.2543 -0.9207 -0.3357  0.195
H -0.2476 0.4252 1.2526  0.349
H -0.5701 3.0244 0.2641  0.327

The HOMO energy comes out at -8.7 eV. The frontier orbital gap comes out at 9.2 eV.

---

x.
This record from the OMol25 dataset describes the molecule CH5N3. The level of theory is ωB97M-V with the def2-TZVPD basis set.

Last column: natural (NBO) charge in e.
Geometry (Å):
N 0.1218 0.3950 1.4965  -0.769
C 0.0946 0.0278 0.2774  0.573
N -1.0479 -0.2499 -0.4698  -0.865
N 1.2661 -0.1440 -0.4440  -0.831
H -0.8178 0.3502 1.8816  0.326
H -1.9107 0.0249 -0.0500  0.399
H -0.9186 -0.8091 -1.2907  0.395
H 1.1631 0.1152 -1.4207  0.372
H 2.0494 0.2899 0.0196  0.399

The HOMO energy comes out at -9.1 eV. The frontier orbital gap comes out at 9.9 eV. As for the SMILES: N=C(N)N.

---

Most favorable structure: x. The second most favorable one is 374.3 kJ/mol above it.

---

w.
This record from the OMol25 dataset describes the molecule CH5N3. The level of theory is ωB97M-V with the def2-TZVPD basis set.

Last column: natural (NBO) charge in e.
Geometry (Å):
H 1.2018 0.2509 -1.4491  0.347
N 0.2147 0.4975 -1.6860  -0.736
C -0.7583 0.2605 -0.8758  0.266
N -0.4237 -0.2319 0.4636  -0.545
N 0.7510 -0.4542 1.3268  -0.591
H -1.8850 0.4282 -1.0640  0.205
H -1.3306 -0.6744 0.8936  0.358
H 1.4193 -0.6459 0.7071  0.338
H 0.8107 0.5693 1.6837  0.359

The HOMO energy comes out at -8.9 eV. The frontier orbital gap comes out at 9.9 eV. As for the SMILES: [H]/N=C\NN.

---

x.
This record from the OMol25 dataset describes the molecule CH5N3. The level of theory is ωB97M-V with the def2-TZVPD basis set.

Last column: natural (NBO) charge in e.
Geometry (Å):
H -1.0177 -1.0795 -0.6495  0.335
N -0.5691 -1.9282 -0.1954  -0.645
C 0.3541 -1.0308 0.2571  0.231
N 0.5941 0.4133 0.1958  -0.507
N -0.4362 1.1143 -0.5006  -0.689
H 1.1550 -1.4222 0.9721  0.136
H 1.0862 0.5599 1.1344  0.395
H -0.1590 1.5499 -1.3758  0.375
H -1.0074 1.8234 0.1621  0.369

The HOMO energy comes out at -9.3 eV. The frontier orbital gap comes out at 10.0 eV. As for the SMILES: [H]/N=C\NN.

---

Most favorable structure: w. The second most favorable one is 18.5 kJ/mol above it.

---

w.
This record from the OMol25 dataset describes a structure of composition C4H2O3. The level of theory is ωB97M-V with the def2-TZVPD basis set.

Last column: natural (NBO) charge in e.
Geometry (Å):
C 0.7923 0.0280 0.7433  0.052
C -0.5696 0.1625 0.7635  0.341
C 0.7596 -0.3183 -0.6204  0.458
C -0.7692 -0.3200 -0.6705  -0.450
O 1.8393 -0.4291 -1.8710  -0.615
O 0.9020 0.7958 1.9197  -0.140
O -0.5146 0.9541 1.8891  -0.140
H -1.2586 -1.2825 -0.7867  0.244
H -1.1812 0.4096 -1.3669  0.250

The HOMO energy (alpha / beta) comes out at -9.5 / -9.5 eV. The frontier orbital gap (alpha / beta) comes out at 8.3 / 8.4 eV.

---

x.
This record from the OMol25 dataset describes a structure of composition C4H2O3. The level of theory is ωB97M-V with the def2-TZVPD basis set.

Last column: natural (NBO) charge in e.
Geometry (Å):
C 2.1937 -1.2417 0.1336  0.502
C 1.2381 -0.0392 0.1258  0.139
C 3.3687 0.3389 0.0806  0.702
C -0.0768 0.0703 -0.0059  -0.391
O 2.2153 -2.4321 -0.0799  -0.451
O 4.4951 0.7396 -0.1022  -0.517
O 2.1939 0.9595 0.0494  -0.473
H -0.4295 1.1097 -0.0298  0.236
H -0.7713 -0.8531 0.0785  0.252

The HOMO energy comes out at -9.6 eV. The frontier orbital gap comes out at 8.9 eV.

---

Most favorable structure: x. The second most favorable one is 824.3 kJ/mol above it.